C3Ag5O9 as an isolated structure in a non-equilibrium geometry. Source: the OMol25 dataset; level of theory: ωB97M-V/def2-TZVPD.

Element x y z (Å)
Ag: -1.531 5.143 -2.684
Ag: -2.199 -0.985 5.300
Ag: 3.019 0.134 4.242
Ag: -1.703 -6.119 -1.938
Ag: 4.594 0.358 -2.436
C: 4.062 4.960 -1.287
O: 4.797 4.213 -0.594
O: 3.286 5.925 -0.964
O: 4.057 4.698 -2.396
C: 0.570 -0.929 -0.128
O: 0.870 -1.716 -1.000
O: 0.148 -1.249 0.905
O: 0.480 0.240 -0.508
C: -5.152 -3.643 0.851
O: -5.108 -3.135 -0.275
O: -5.217 -3.056 1.911
O: -4.974 -4.840 1.001

Cartesian forces (eV/Å) of the 6 atoms listed first:
Ag 0.255 -0.070 0.086
Ag 0.417 0.059 -0.199
Ag -0.474 -0.090 0.031
Ag -0.144 0.230 0.212
Ag -0.264 0.353 0.144
C -0.687 2.196 8.626

Calculated values
Energy: -1525.5366 Ha
Gap between HOMO and LUMO: 1.847 eV
Total charge: -1

natural (NBO) atomic charge list, values in e, 2 entries: Ag 0.285; Ag 0.154



A 11-piece molecular cluster, C5H32NO11 overall in a non-equilibrium geometry. Source: the OMol25 dataset; level of theory: ωB97M-V/def2-TZVPD.

Element x y z (Å)
C: -0.882 3.709 0.258
O: -0.060 3.041 1.196
C: -0.223 3.412 -1.119
C: -0.648 2.228 -1.899
C: -0.956 0.996 -1.139
C: -2.141 0.581 -0.681
N: 0.255 0.411 -0.409
H: -1.957 3.341 0.176
H: -0.779 4.751 0.465
H: -0.215 3.364 2.159
H: 0.825 3.336 -0.973
H: -0.228 4.291 -1.836
H: -1.516 2.378 -2.718
H: 0.221 2.210 -2.705
H: -3.017 0.899 -1.136
H: -2.214 -0.132 0.000
H: 0.748 1.118 0.298
H: 1.155 0.046 -1.056
H: -0.011 -0.398 0.087
H: -0.608 -4.334 2.344
H: -0.848 -2.961 1.644
O: -0.323 -3.865 1.589
H: 2.197 -2.228 3.147
H: 2.739 -0.835 3.123
O: 2.190 -1.328 3.616
H: -1.656 -0.828 -2.877
H: -2.829 -0.514 -3.715
O: -1.956 -0.444 -3.666
H: -0.952 -2.481 -4.300
H: -0.901 -3.331 -3.065
O: -0.729 -2.515 -3.460
H: 1.104 0.800 2.515
H: -0.366 1.527 2.576
O: 0.239 0.863 2.183
H: 3.262 -0.527 -0.844
H: 2.414 -1.838 -0.609
O: 2.450 -0.921 -1.099
H: 1.193 -3.407 0.862
H: 2.676 -3.509 1.083
O: 2.111 -2.964 0.782
H: -1.997 -1.682 -0.197
H: -2.623 -3.029 0.102
O: -2.623 -2.252 -0.517
H: 0.744 -1.394 2.325
H: -0.650 -0.880 2.494
O: -0.177 -1.431 1.854
H: 1.730 2.383 1.133
H: 3.303 2.583 1.001
O: 2.529 1.761 1.009

Cartesian forces (eV/Å) of the 6 atoms listed first:
C -0.324 -0.364 -2.058
O -0.489 0.734 2.755
C -0.585 2.464 0.101
C -0.656 -0.523 -5.432
C 1.212 -0.160 2.293
C 2.513 2.590 -3.003

Calculated values
Energy: -1091.6802 Ha
Gap between HOMO and LUMO: 9.811 eV
Total charge: +1

natural (NBO) atomic charge list, values in e, 2 entries: C -0.074; O -0.773



A 2-piece molecular cluster, C3H12NS overall in a non-equilibrium geometry. Source: the OMol25 dataset; level of theory: ωB97M-V/def2-TZVPD.

Element x y z (Å)
C: -1.304 0.655 2.178
N: -0.100 -0.066 1.645
H: -1.123 1.041 3.179
H: -1.475 1.518 1.537
H: -2.198 0.043 2.228
H: -0.147 -0.110 0.610
H: -0.028 -0.993 2.047
H: 0.657 0.542 1.949
C: 1.387 -1.155 -1.455
C: 0.638 0.154 -1.857
S: -1.156 0.095 -1.419
H: 1.781 -1.045 -0.450
H: 2.156 -1.272 -2.205
H: 0.657 -1.960 -1.501
H: 1.095 1.075 -1.496
H: 0.666 0.245 -2.942
H: -1.509 1.235 -2.047

Cartesian forces (eV/Å) of the 6 atoms listed first:
C -0.679 0.626 0.088
N -0.709 0.844 0.659
H 0.350 -0.258 0.006
H -0.074 -0.180 -0.105
H 0.172 -0.261 -0.343
H -0.189 0.073 0.063

Calculated values
Energy: -574.1757 Ha
Gap between HOMO and LUMO: 9.744 eV
Total charge: +1

natural (NBO) atomic charge list, values in e, 2 entries: C -0.434; N -0.692



C6Cl5O6ReSbSe4 as an isolated structure. Source: the OMol25 dataset; level of theory: ωB97M-V/def2-TZVPD.

Element x y z (Å)
Re: -0.904 1.548 0.110
Se: -5.875 -0.626 -3.992
Sb: -6.290 0.209 -1.785
Se: -2.739 1.656 1.753
Se: -3.389 1.092 -0.407
Se: -7.796 -1.160 -0.513
O: -0.104 1.521 3.469
Cl: 0.576 1.883 2.238
O: 0.692 3.330 2.136
O: 1.885 1.263 2.191
O: -0.902 3.003 -0.697
Cl: 3.210 -3.936 0.286
C: 2.560 -2.377 -0.086
C: 3.327 -1.440 -0.772
Cl: 4.937 -1.838 -1.268
C: 2.810 -0.178 -1.066
Cl: 3.735 1.011 -1.907
C: 1.521 0.148 -0.664
O: 0.930 1.303 -0.867
C: 0.751 -0.808 0.015
O: -0.459 -0.371 0.347
C: 1.258 -2.059 0.311
Cl: 0.266 -3.176 1.167

Cartesian forces (eV/Å) of the 6 atoms listed first:
Re -0.805 0.079 -0.284
Se -0.029 -0.036 -0.034
Sb -0.268 -0.054 -0.005
Se 0.179 -0.084 -0.178
Se 0.937 -0.031 0.181
Se -0.037 -0.019 -0.062

Calculated values
⟨S²⟩: 0.762
Energy: -12905.2794 Ha
Gap between HOMO and LUMO (spin up / spin down): 5.574 / 4.945 eV
Total charge: -2
Spin multiplicity: 2

natural (NBO) atomic charge list, values in e, 2 entries: Re 1.305; Se -0.804



C6H80NO34 as an isolated structure in a non-equilibrium geometry. Source: the OMol25 dataset; level of theory: ωB97M-V/def2-TZVPD.

Element x y z (Å)
C: -2.355 3.615 -0.397
O: -1.587 2.635 -0.949
C: -1.578 1.466 -0.189
C: -0.477 0.612 -0.720
N: -0.349 -0.662 0.196
H: -0.254 -0.246 1.162
H: -1.094 -1.208 0.073
C: 0.762 -1.617 -0.292
C: 0.884 -2.981 0.586
O: 2.123 -3.667 0.310
C: 2.128 -4.800 1.055
H: -1.954 3.938 0.531
H: -3.432 3.418 -0.020
H: -2.201 4.603 -0.943
H: -2.541 0.860 -0.317
H: -1.496 1.721 0.937
H: 0.523 1.261 -0.613
H: -0.572 0.318 -1.860
H: 1.749 -1.123 -0.097
H: 0.710 -1.726 -1.305
H: 0.252 -3.677 0.508
H: 0.988 -2.734 1.642
H: 3.227 -5.397 0.756
H: 1.157 -5.466 0.592
H: 2.287 -4.841 2.132
O: 0.901 -0.788 -3.030
H: 0.786 -0.531 -3.995
H: 1.564 -0.494 -2.515
O: 0.993 3.200 -2.291
H: 1.493 2.526 -1.937
H: 1.046 4.015 -1.838
O: 2.249 -6.597 5.308
H: 2.889 -6.960 5.773
H: 2.813 -6.010 4.800
O: -1.425 -3.853 2.705
H: -2.363 -3.637 2.865
H: -1.747 -4.600 2.432
O: 3.771 -4.406 4.170
H: 2.981 -3.934 3.948
H: 4.321 -4.171 3.345
O: -5.452 2.392 -1.814
H: -6.007 2.667 -2.599
H: -5.503 3.112 -1.110
O: -2.678 -1.998 -0.404
H: -2.893 -1.894 -1.317
H: -2.524 -2.910 -0.167
O: 0.510 0.488 3.215
H: 0.301 1.277 3.639
H: 1.067 0.802 2.563
O: 1.898 -3.438 -3.552
H: 1.979 -3.987 -2.798
H: 1.721 -2.524 -3.365
O: 2.295 0.930 0.963
H: 2.448 1.900 1.248
H: 2.816 0.689 1.666
O: -3.781 -1.160 -1.995
H: -4.789 -1.388 -2.151
H: -3.771 -0.389 -2.316
O: -0.760 7.450 -2.109
H: -1.310 6.689 -2.291
H: -0.606 7.930 -2.907
O: 2.792 -4.681 -2.102
H: 2.290 -4.462 -1.432
H: 3.338 -5.514 -1.968
O: 5.640 -3.624 2.208
H: 5.264 -3.833 1.347
H: 6.614 -3.355 2.015
O: -2.199 5.546 -3.657
H: -2.795 6.043 -4.140
H: -2.339 4.725 -3.981
O: 3.302 -0.421 -2.337
H: 4.047 -0.782 -2.797
H: 3.559 -0.643 -1.367
O: -1.034 2.780 4.066
H: -1.741 2.642 3.451
H: -1.274 2.973 4.974
O: 2.823 1.332 -1.648
H: 2.525 1.276 -0.721
H: 3.121 0.418 -1.917
O: 1.196 -3.526 3.947
H: 1.447 -2.562 3.931
H: 0.424 -3.760 3.493
O: -3.680 6.259 -2.204
H: -3.328 6.060 -2.993
H: -4.083 5.459 -2.064
O: -1.315 -2.418 -2.761
H: -0.548 -1.702 -2.988
H: -2.132 -1.979 -2.742
O: 1.659 -7.891 -0.689
H: 2.388 -8.446 -0.581
H: 1.038 -8.031 -0.055
O: 4.236 -1.025 0.223
H: 4.750 -2.003 0.212
H: 5.027 -0.548 0.078
O: -5.809 4.772 -0.867
H: -6.268 4.511 -0.031
H: -6.363 5.129 -1.343
O: -3.507 2.377 2.834
H: -3.897 2.301 3.789
H: -3.955 3.408 2.799
O: 4.827 -3.572 -0.643
H: 4.161 -4.004 -1.193
H: 5.602 -3.539 -1.310
O: -3.501 0.713 -2.940
H: -4.127 1.415 -2.578
H: -2.591 1.243 -3.137
O: -1.887 -0.082 2.732
H: -2.637 0.273 3.227
H: -1.081 0.179 3.148
O: -0.060 6.093 1.587
H: -0.709 6.405 1.109
H: -0.526 5.982 2.570
O: -0.927 2.479 -3.391
H: -0.187 2.449 -2.727
H: -0.520 2.763 -4.253
O: -2.098 7.064 0.194
H: -2.229 7.044 -0.740
H: -1.927 7.940 0.484
O: 2.135 -1.138 3.663
H: 3.034 -0.910 3.141
H: 1.905 -0.351 4.120

Cartesian forces (eV/Å) of the 6 atoms listed first:
C -1.334 2.988 0.930
O -0.127 -1.109 -0.280
C -1.982 -0.700 1.204
C 2.706 -0.073 -0.792
N 5.729 3.816 -0.785
H -0.167 -1.344 -0.986

Calculated values
Energy: -2888.5103 Ha
Gap between HOMO and LUMO: 9.112 eV
Total charge: +1

Löwdin atomic charge list, values in e, 2 entries: C -0.118; O -0.187



C2H4INS in the gas phase in a non-equilibrium geometry. Source: the OMol25 dataset; level of theory: ωB97M-V/def2-TZVPD.

Element x y z (Å)
C: 0.248 0.963 -0.491
C: 1.321 0.456 0.409
N: -2.126 -1.751 -0.221
S: 1.782 -1.084 0.423
I: -1.817 0.012 0.370
H: 0.117 2.001 -0.390
H: 0.139 0.523 -1.439
H: 1.791 1.182 0.997
H: -1.455 -2.302 0.342

Cartesian forces (eV/Å) of the 6 atoms listed first:
C 4.636 -0.429 2.286
C -2.530 0.816 -3.012
N -0.372 -3.207 -0.277
S 0.384 -1.383 0.141
I -1.547 2.444 1.366
H -0.618 1.341 -0.181

Calculated values
⟨S²⟩: 2.025
Energy: -829.0288 Ha
Gap between HOMO and LUMO (spin up / spin down): 7.117 / 6.011 eV
Total charge: 0
Spin multiplicity: 3

natural (NBO) atomic charge list, values in e, 2 entries: C -0.422; C -0.411